{"formula": "C23H57Cl2CuO22P4", "method": "ωB97M-V/def2-TZVPD", "homo_energy_ev": [-11.16, -11.16], "multiplicity": 2, "gap_ev": [5.5, 5.1], "total_energy_ha": -6491.9430, "max_force_ev_per_a": 6.105, "charge": 1, "species": ["H", "H", "O", "H", "H", "C", "O", "H", "H", "H", "H", "C", "H", "O", "H", "O", "Cl", "P", "P", "H", "P", "H", "H", "H", "H", "C", "H", "C", "O", "C", "C", "H", "C", "H", "C", "O", "H", "H", "C", "O", "H", "O", "O", "C", "H", "H", "H", "H", "O", "O", "H", "H", "H", "C", "C", "O", "H", "H", "O", "H", "H", "H", "Cl", "H", "O", "O", "H", "C", "H", "O", "O", "P", "O", "C", "H", "C", "H", "H", "H", "H", "C", "O", "H", "H", "C", "H", "O", "C", "C", "H", "H", "H", "H", "H", "H", "C", "H", "H", "H", "H", "Cu", "O", "C", "C", "C", "H", "O", "H", "H"], "xyz": [[7.0538, -2.1165, 6.6602], [5.9329, -3.8153, -2.2607], [-1.9581, 3.1980, -7.7888], [1.1348, -3.9567, 5.4136], [-6.2403, 0.1559, -5.0913], [1.0820, -0.3794, 0.5005], [-0.8957, 3.2359, 8.5263], [-0.4434, -1.6817, -0.2088], [-3.3906, 5.0040, 4.8999], [0.8887, 9.0364, 1.5402], [-4.2928, 3.9594, 5.9692], [3.5048, -4.5402, -5.4276], [-0.3100, 4.5755, 0.6185], [3.6766, -0.8131, 5.8176], [-5.5643, 3.5226, -10.8940], [-0.1671, 2.8660, 6.0042], [-6.9275, -1.7474, -4.0352], [-1.3047, 2.9402, 6.9782], [-3.4326, 4.0985, -7.9181], [-0.8776, 2.2637, -6.5289], [3.7828, -1.9486, 6.7564], [0.3573, 7.2794, 1.6537], [-1.9094, -9.9490, -2.3644], [-3.2658, 2.0347, 8.7072], [0.7896, 3.5051, 9.6458], [3.9381, -2.3130, 9.4456], [-3.5456, 0.5363, 8.1207], [0.3587, -1.1240, -0.6921], [4.1716, -4.0165, -4.3670], [-5.3344, 4.0228, -9.9532], [0.7031, 8.0964, 1.0205], [-3.5847, -10.3394, -2.4058], [-3.3070, 4.1207, 5.5330], [3.2876, 4.6652, -2.6093], [6.2709, -2.3379, 5.9349], [-4.2768, 3.8905, -6.7323], [-5.4339, 5.0594, -10.2752], [6.0830, -1.4499, 5.3314], [-3.4279, -5.8935, -0.9366], [-3.9622, 3.6868, -9.4164], [0.9175, -2.2376, 5.5763], [3.8426, -1.4274, 8.3450], [-2.3628, 4.1244, 6.6234], [-2.9546, -7.2368, -0.3634], [6.1081, -5.4147, -3.1145], [2.7495, 3.8044, -1.2353], [-2.1275, -9.5826, 0.0758], [1.0972, -1.8092, -1.1082], [1.9163, 5.2412, 1.4291], [0.3644, 0.1021, 1.3829], [6.6915, -3.0141, 5.1905], [-4.4129, 1.8602, 7.3028], [6.0306, -3.9152, -5.3616], [-2.4006, 6.1372, -9.3578], [-2.7124, -10.3601, -1.7526], [1.7860, 7.6210, 0.1804], [-1.5058, 3.7269, -5.9076], [-0.1300, 8.4503, 0.4132], [-2.3123, 1.6617, 6.9483], [-2.2846, 5.4396, -10.1873], [-1.2352, 5.9158, -0.0539], [5.5018, -2.5959, -4.1118], [-4.4468, -0.4501, -3.8103], [-4.3290, -6.1109, -1.5101], [3.9804, -4.8470, -6.5457], [-3.2953, -8.2640, -1.0625], [1.8439, -5.3839, -4.4652], [0.2647, 2.7058, 9.1225], [-0.0608, 3.6957, -7.0871], [-2.2710, -7.2856, 0.7133], [5.1369, -2.8767, 6.5659], [1.9355, 6.0123, 0.1135], [3.2529, 5.8675, -0.8423], [-1.0376, 3.3077, -6.7982], [-6.0500, 3.8113, -9.1587], [-6.1777, -0.1900, -4.0595], [-1.0722, 4.5896, -0.9410], [-2.8952, 7.0949, -9.5202], [4.0402, -3.3561, 9.1465], [-2.8062, -5.6068, -1.7848], [-0.4538, 5.1878, -0.2718], [2.3201, -0.2663, 0.5827], [1.5678, -5.4156, -6.1063], [-3.1701, 3.2704, 4.8649], [-3.0118, -9.5397, -0.5600], [-6.4574, 0.5712, -3.3311], [0.7626, 5.5267, -0.8832], [2.0086, -4.7674, -5.3489], [5.5673, -3.6412, -4.4138], [-3.9296, -9.8795, -0.0801], [4.4248, 4.1507, -1.2842], [-0.1478, -0.4136, -1.3454], [4.7726, -2.0493, 10.0953], [1.5008, -3.8040, -5.3011], [-2.6603, -11.4365, -1.5890], [1.6774, -3.0165, 5.5122], [-3.3341, -5.1574, -0.1381], [2.3309, -2.9956, 4.6401], [-1.4183, 6.5351, -9.1033], [-0.0867, 1.8774, 9.7375], [2.9689, 2.2394, 3.4287], [2.4316, -2.9334, 6.7461], [-3.4651, 1.5573, 7.7478], [6.2694, -4.3375, -3.1564], [3.4547, 4.5794, -1.5356], [0.9872, 2.2640, 8.4363], [-2.9764, 5.5915, -8.1360], [3.0439, -2.2031, 10.0591], [7.2797, -4.0312, -3.4277]], "forces_ev_per_a": [[-0.160, -0.001, 0.125], [0.101, -0.299, 0.030], [-4.469, 1.624, -3.829], [0.264, -0.215, 0.708], [-0.281, 0.324, 0.349], [0.280, -2.031, -4.037], [-1.598, 0.420, -2.625], [-0.016, -0.285, -0.115], [0.846, 0.367, 0.604], [1.137, -0.510, 0.403], [-0.039, 0.178, 0.122], [0.881, -1.017, -4.248], [0.189, 0.162, 0.056], [0.219, -0.524, 0.363], [0.599, -0.901, 0.477], [-1.416, -0.501, 1.562], [-1.031, -0.451, 0.458], [-0.632, 0.693, -1.239], [1.919, -1.495, -0.699], [0.538, -0.134, 0.361], [-0.625, -0.270, 1.828], [0.073, 0.398, 0.358], [0.313, -0.289, 0.335], [-0.406, 0.793, -0.101], [-0.326, -0.180, 0.290], [-0.206, -0.572, 0.713], [-0.106, -0.363, -0.745], [0.467, 0.632, 2.264], [-1.697, -0.738, -1.030], [0.767, 0.266, 0.936], [-0.910, 0.230, -0.425], [-0.187, 0.319, -0.243], [-0.684, -1.412, 0.196], [0.367, 0.546, 0.121], [1.283, 0.643, -0.949], [0.239, 0.236, -0.930], [0.543, 0.353, 0.654], [-0.431, 0.251, 0.413], [0.754, -1.596, -0.542], [-0.515, 0.076, 0.585], [0.275, 0.192, -0.542], [-0.019, -0.577, -3.140], [1.066, 0.211, 0.541], [2.799, 2.398, 4.160], [0.200, 0.185, -0.061], [-0.334, 0.276, 0.392], [-0.445, 0.561, 0.462], [-0.198, 0.266, -0.415], [0.265, 1.474, -2.414], [-0.292, 1.094, 1.828], [-0.247, -0.594, 0.336], [0.376, 0.233, -0.266], [-0.171, 0.349, 0.067], [0.729, 0.864, 1.186], [-1.161, -0.941, -1.739], [0.252, -1.118, 0.535], [0.534, 0.617, 0.163], [-0.076, -0.642, -0.596], [1.716, 0.476, -0.786], [-0.589, 0.113, 0.154], [0.943, 1.239, 0.209], [0.589, 0.201, -0.900], [0.842, 0.206, 0.242], [-0.736, 0.617, 0.864], [0.376, 1.154, 3.235], [-0.523, 0.389, -0.866], [-0.371, 0.548, 0.629], [0.706, -0.878, 0.182], [-0.279, 0.616, -0.113], [-2.327, -0.014, -3.513], [-2.776, 0.514, 0.404], [0.897, -0.552, 0.296], [-1.463, -0.755, 0.666], [0.249, -1.253, 2.150], [-0.041, -0.092, -0.285], [1.101, 0.484, -0.980], [0.664, -0.455, -0.507], [-0.750, -0.536, -0.666], [0.005, 0.036, -0.042], [0.698, 0.021, 0.247], [-2.135, -1.754, 0.210], [-0.720, 0.532, 0.869], [0.771, 0.544, -0.600], [0.396, -0.055, 0.016], [0.522, -1.424, 0.332], [-0.598, -0.549, -0.069], [0.551, 0.740, 0.529], [0.150, -0.283, 1.821], [-0.624, -1.327, 2.247], [0.285, -0.142, 0.413], [0.174, 0.632, -0.160], [0.535, -0.040, -0.245], [0.201, 0.142, -0.344], [-0.186, -0.179, 0.239], [0.752, 0.113, 0.447], [-0.147, -0.047, 0.059], [-0.744, 0.006, -0.363], [-0.100, 0.559, 0.028], [0.381, -0.617, 0.190], [0.353, 0.278, 0.542], [-0.328, -0.047, 0.012], [2.566, 0.762, 0.032], [0.130, -0.493, 2.037], [-0.535, 1.444, -2.275], [-0.491, -0.209, 0.472], [-0.198, 0.185, -0.479], [0.132, 0.243, -0.317], [-0.135, -0.093, -0.167], [0.510, -0.579, 0.850]], "lowdin_spin": [0.0000, 0.0000, 0.0000, 0.0000, 0.0000, 0.0296, 0.0000, 0.0025, 0.0000, 0.0000, 0.0000, 0.0000, 0.0000, -0.0001, 0.0000, 0.0000, 0.0000, 0.0000, 0.0000, 0.0000, 0.0000, 0.0000, 0.0000, 0.0000, 0.0000, 0.0000, 0.0000, 0.0254, 0.0000, 0.0000, 0.0000, 0.0000, 0.0000, 0.0000, 0.0000, 0.0000, 0.0000, 0.0000, 0.0000, 0.0000, 0.0000, 0.0000, 0.0000, 0.0000, 0.0000, 0.0000, 0.0000, 0.0093, -0.0002, 0.6464, 0.0000, 0.0000, 0.0000, 0.0000, 0.0000, 0.0000, 0.0000, 0.0000, 0.0000, 0.0000, 0.0000, 0.0000, 0.0000, 0.0000, 0.0000, 0.0000, 0.0000, 0.0000, 0.0000, 0.0000, 0.0000, 0.0000, 0.0000, 0.0000, 0.0000, 0.0000, 0.0000, 0.0000, 0.0000, 0.0000, 0.0000, 0.2922, 0.0000, 0.0000, 0.0000, 0.0000, 0.0000, 0.0000, 0.0000, 0.0000, 0.0000, -0.0011, 0.0000, 0.0000, 0.0000, 0.0000, 0.0000, 0.0000, 0.0000, 0.0000, -0.0040, 0.0000, 0.0000, 0.0000, 0.0000, 0.0000, 0.0000, 0.0000, 0.0000]}